Here is 11 unconnected molecules or ions with the total composition C23H47NO41S10 from the OMol25 dataset. Energies are from ωB97M-V with the def2-TZVPD basis set.

The geometry in XYZ format:
```
122
Properties=species:S:1:pos:R:3:forces:R:3
O 3.3819 -0.5284 -1.9766 -0.8 1.9 -1.3
S 3.1335 0.4018 -3.0707 0.1 0.7 0.3
O 3.3849 1.8616 -2.8686 -0.8 -4.2 -0.7
O 3.9154 -0.2994 -4.2995 -0.1 0.8 0.5
C 3.1007 -0.3710 -5.4615 -1.4 0.2 -0.6
C 1.6351 -0.5388 -4.9713 1.2 -0.1 0.3
O 1.6460 0.2139 -3.7517 0.9 0.6 1.3
H 3.1280 0.5773 -5.9982 0.4 -0.1 -0.2
H 3.4010 -1.2240 -6.0700 0.3 0.2 0.1
H 1.3658 -1.5781 -4.7830 0.1 0.0 0.2
H 0.9053 -0.0942 -5.6479 0.2 0.2 0.1
O 0.5265 -5.7628 4.3097 0.8 3.7 -1.7
S 0.6768 -4.4547 3.6134 0.5 -1.1 1.8
O -0.0278 -4.2743 2.3658 1.3 0.2 1.5
O 0.3802 -3.1769 4.6158 -2.6 -1.2 -1.9
C 1.3827 -2.9707 5.5418 1.3 -0.4 -0.3
C 2.6485 -3.2986 4.6916 1.4 -1.0 2.3
O 2.3034 -3.9916 3.5217 -2.7 -0.6 -1.4
H 1.3030 -1.9582 5.9377 0.0 0.0 -0.3
H 1.3047 -3.6860 6.3605 -0.1 0.1 0.1
H 3.1670 -4.0713 5.2593 0.5 0.4 0.3
H 3.3726 -2.5016 4.5223 -0.4 0.1 -0.5
O -3.3631 -4.5124 4.1008 -1.1 1.2 -2.3
S -3.6313 -3.5824 3.0086 0.9 1.9 0.8
O -2.8165 -2.3631 2.9861 -1.7 -2.5 -0.4
O -3.6304 -4.2859 1.5359 0.8 0.5 0.7
C -4.9056 -4.9000 1.3567 -1.4 1.1 1.0
C -5.8632 -3.7151 1.7639 0.6 -1.0 -0.3
O -5.2416 -3.1375 2.9023 1.8 -0.4 0.8
H -5.1198 -5.1676 0.3220 0.6 -0.2 0.2
H -4.9184 -5.7059 2.0905 -0.6 -0.4 -0.4
H -6.8819 -3.9645 2.0606 0.2 -0.3 -0.1
H -5.8785 -3.0151 0.9284 0.0 0.2 0.1
O 1.9095 3.1441 -6.1682 -2.7 0.5 1.7
S 0.6437 3.5711 -5.5631 0.5 1.1 -1.6
O 0.4978 4.9376 -5.0713 0.4 -2.7 -0.1
O -0.5373 3.3483 -6.6560 1.2 0.7 0.2
C -1.7464 3.0012 -6.0120 -0.6 -0.5 -0.4
C -1.3257 2.2670 -4.7418 -2.2 -0.6 0.7
O 0.0267 2.4261 -4.5804 3.2 0.9 -0.2
H -2.4240 3.8277 -5.7977 0.3 0.3 -0.2
H -2.1903 2.3231 -6.7408 -0.4 0.1 0.3
H -1.6129 1.2180 -4.8144 0.6 -0.3 -0.1
H -1.7900 2.5822 -3.8074 -0.3 0.5 -0.3
O -3.6467 0.4177 1.7824 0.5 3.2 0.5
S -3.0766 1.7598 1.9180 -0.4 -0.6 -1.6
O -1.7826 1.8781 2.5283 -0.8 0.1 -0.4
O -3.0350 2.4686 0.4044 0.0 -1.0 1.5
C -3.6958 3.7466 0.4100 1.2 -0.3 -2.8
C -3.8369 4.1457 1.7909 -0.8 0.2 2.1
O -4.0581 2.9354 2.4934 0.5 -2.7 0.8
H -2.9656 4.4269 -0.0283 -0.3 0.1 -0.5
H -4.5678 3.6331 -0.2340 -0.3 0.3 0.4
H -4.7494 4.6710 2.0730 0.4 0.7 -0.4
H -2.9068 4.6137 2.1135 -0.2 0.2 0.4
O -0.8219 2.3293 5.6658 0.9 -2.3 0.1
S -0.2365 0.9975 5.6969 0.3 0.2 -0.8
O -0.9405 -0.0796 6.4303 2.6 2.6 -2.0
O 0.1948 0.5844 4.1308 -2.0 -0.3 1.2
C 1.5733 0.6007 3.8393 0.1 1.4 0.1
C 2.2275 1.4079 4.9662 -0.3 -0.8 0.0
O 1.3810 1.1242 6.0538 -1.6 -0.4 2.3
H 1.9381 -0.4231 3.7564 0.2 0.1 -0.2
H 1.6840 1.2372 2.9614 0.1 -0.7 -0.5
H 2.2799 2.4840 4.8010 -0.1 -0.1 -0.2
H 3.2044 0.9903 5.2099 0.0 0.2 0.1
O 0.8072 6.0353 -1.6380 0.3 0.0 1.5
S 0.8744 5.9663 -0.2004 0.2 -1.3 0.8
O 1.0225 7.1488 0.6223 -0.5 -2.2 -1.3
O -0.3870 4.9840 0.2823 0.5 2.5 1.0
C -0.0959 3.6499 -0.0185 1.1 -1.1 -1.0
C 1.4947 3.5245 -0.0612 -0.6 0.7 -1.5
O 1.9711 4.8241 0.3058 -0.6 1.7 0.2
H -0.4701 2.9278 0.7072 -0.3 0.6 0.2
H -0.6061 3.5075 -0.9712 0.6 -0.8 -0.2
H 1.9141 3.4114 -1.0609 -0.5 -0.7 -0.2
H 1.9149 2.7404 0.5687 -0.1 0.4 0.4
O -6.6799 1.7317 -5.7353 0.3 -0.3 1.3
S -6.0193 1.1375 -4.6108 1.2 0.0 -0.5
O -5.5206 -0.2256 -4.7827 -1.0 2.4 1.2
O -4.7480 2.1277 -4.1670 -0.5 -1.2 -0.9
C -4.7957 2.5082 -2.8262 -0.8 1.0 1.6
C -6.0105 1.8415 -2.1615 0.4 -0.6 -0.4
O -6.8566 1.4725 -3.2378 -0.1 -0.9 -2.0
H -3.8909 2.3425 -2.2414 0.3 -0.5 -0.5
H -5.0344 3.5658 -2.7134 0.4 0.4 -0.7
H -6.5692 2.5934 -1.6042 0.1 -0.5 0.4
H -5.7546 0.9186 -1.6410 0.0 0.3 0.5
O 5.4914 -4.1987 -4.3427 -2.5 1.1 2.6
S 4.7667 -3.9222 -3.0933 -0.8 -1.7 1.3
O 5.5282 -3.4538 -1.9360 -1.6 -0.5 -2.2
O 3.2738 -3.1415 -3.2163 3.1 1.3 -1.9
C 2.3772 -3.5448 -2.2515 -1.7 0.2 0.5
C 2.6345 -4.9887 -1.9741 1.4 -0.6 0.5
O 3.8791 -5.2752 -2.6680 1.1 -0.1 -0.3
H 2.3889 -2.9733 -1.3234 0.4 0.4 -0.2
H 1.3868 -3.4379 -2.6940 0.0 0.3 0.0
H 1.8191 -5.6372 -2.2944 0.5 -0.2 -0.4
H 2.8041 -5.1370 -0.9076 0.0 -0.2 0.0
O -0.4982 -1.2641 -2.4873 -1.1 3.5 2.9
S -0.7520 -0.2654 -1.3848 0.4 -2.9 -0.8
O -1.3786 1.0353 -1.6027 1.4 -2.2 0.0
O -1.5429 -1.0647 -0.2119 0.5 0.8 -1.1
C -0.7605 -1.2484 0.9986 -0.4 0.1 0.1
C 0.6894 -0.9650 0.6143 0.0 -0.9 0.0
O 0.6460 -0.1257 -0.5462 -0.8 0.9 -0.6
H -1.1539 -0.5693 1.7550 0.1 0.0 -0.1
H -0.9457 -2.2755 1.3132 0.2 0.2 0.0
H 1.2273 -1.8877 0.3965 -0.2 -0.1 -0.5
H 1.3047 -0.5184 1.3953 -0.5 0.5 -0.1
C 4.1624 -0.5120 0.7426 0.8 1.0 0.1
N 4.8259 -0.1671 2.0484 -1.2 0.2 -0.4
C 5.2759 -1.0403 2.9831 1.9 -0.7 -0.1
C 5.9123 -0.5097 4.2536 -0.3 0.9 0.8
O 5.3973 -2.2311 2.7949 -1.1 -0.9 -0.4
H 4.8696 -0.4693 -0.0856 0.3 -0.7 0.3
H 3.4845 0.2784 0.4203 -0.2 0.3 0.6
H 3.5725 -1.4277 0.7017 0.6 -0.1 0.6
H 5.0979 0.7938 2.1989 -0.3 -0.1 -0.2
H 5.2092 0.0664 4.8553 0.0 0.5 -0.2
H 6.8011 0.0927 4.0657 -0.2 0.3 -0.2
H 6.2468 -1.2694 4.9600 -0.2 -0.5 -0.7
```
Forces are in eV/Å.

- maximum force (eV/Å) = 4.63
- relative energy (zero: lowest compared OMol25 entry of this formula, charge and spin) (kcal per mole) = 87.2
- molecular weight (g/mol) = 1314.26
- E_LUMO (eV) = -0.12
- HOMO (eV) = -10.02
- charge = 0

Atomic partial charges in e from the Mulliken method, atoms 1 to 6: -0.11, 0.59, -0.64, -0.25, -0.63, -0.16

***

Here is 2 unconnected molecules or ions with the total composition C6H11IO3S from the OMol25 dataset. Energies are from ωB97M-V with the def2-TZVPD basis set.

The geometry in XYZ format:
```
22
Properties=species:S:1:pos:R:3:forces:R:3
C -0.4024 -2.5283 0.6558 1.7 1.2 -3.3
C -1.3585 -2.4685 -0.5833 -2.1 0.2 4.4
C -0.9667 -1.1639 0.1602 1.5 -0.4 -1.1
C 2.5237 2.9410 -0.3544 -0.2 -0.8 2.0
C -1.8817 -0.3864 0.9766 1.1 -0.1 -0.2
C 1.8162 0.2845 0.9355 1.2 0.5 0.1
O 0.2405 2.2473 0.7830 -0.6 1.1 0.0
O 0.8567 1.0712 -1.2602 -0.7 -0.1 -2.6
O -1.8646 0.8235 1.1069 -0.3 0.2 -0.4
S 1.3494 1.5601 -0.0375 0.5 0.6 2.1
I 3.2883 -0.7022 -0.2468 0.4 -0.6 0.0
H -0.3693 -2.8362 1.6701 -1.8 -0.6 0.8
H 0.6657 -2.7134 0.3828 -0.8 0.8 -0.3
H -1.1039 -2.5247 -1.6091 0.7 -0.4 -0.5
H -2.4150 -2.7953 -0.3178 1.4 0.4 -0.7
H -0.2621 -0.5062 -0.3666 -0.4 -0.7 0.2
H 3.1110 3.1451 0.5874 -0.5 -0.4 -1.2
H 3.0609 2.5252 -1.1606 1.3 -0.5 -0.6
H 2.1105 3.8447 -0.7238 -1.0 0.7 -0.1
H -2.5283 -0.9653 1.5780 -1.4 -0.7 0.9
H 2.3855 0.6208 1.8130 -0.5 0.1 -0.1
H -0.6856 1.8716 0.5741 0.8 -0.4 0.6
```
Forces are in eV/Å.

- maximum force (eV/Å) = 4.90
- relative energy (zero: lowest compared OMol25 entry of this formula, charge and spin) (kcal per mole) = 70.6
- molecular weight (g/mol) = 290.12
- E_LUMO (eV) = 0.60
- HOMO (eV) = -8.02
- charge = 0

Atomic partial charges in e from the Mulliken method, atoms 1 to 6: -0.56, -0.53, 0.53, -1.13, -0.04, -0.84

***

Here is a molecular structure, C15H22BrCoF6NO11S2 from the OMol25 dataset. Energies are from ωB97M-V with the def2-TZVPD basis set.

The geometry in XYZ format:
```
59
Properties=species:S:1:pos:R:3:forces:R:3
Co -0.1791 -1.0631 -0.7312 -0.6 0.1 -1.1
Br -1.6993 -2.3233 -2.3437 0.5 0.2 0.4
C 3.6201 -3.5207 -1.2153 -1.4 -0.1 0.4
F 4.5334 -2.8385 -1.9092 -0.3 -0.3 0.1
F 2.6596 -3.9842 -2.0308 0.5 0.7 0.1
F 4.1565 -4.5502 -0.6160 0.7 -0.2 0.1
S 2.9108 -2.3607 0.1724 0.9 1.4 -1.0
O 3.4360 -2.8716 1.4189 -0.7 0.5 -1.2
O 3.4263 -1.0473 -0.2494 -1.6 -1.4 0.5
N 1.1563 -2.4647 0.0232 4.2 1.6 -0.5
S 0.7540 -3.7209 0.8401 -4.1 -4.4 0.0
O -0.7059 -3.8988 0.7311 2.5 0.1 -0.1
O 1.6261 -4.8816 0.6055 -1.3 2.1 0.6
C 0.8655 -3.2163 2.6091 1.7 -0.1 0.1
F 1.8776 -3.8126 3.1654 1.9 -0.7 0.7
F 1.1167 -1.8827 2.6775 -1.2 -0.4 0.5
F -0.1362 -3.6457 3.3455 -1.7 1.0 -0.2
O -1.2888 -1.2399 0.9149 -2.6 -0.3 1.7
C -2.3127 -1.0020 1.5573 1.9 0.5 -0.2
O -2.7875 0.2576 1.5378 -1.0 -0.3 0.0
C -3.6917 0.4589 2.6859 1.1 -0.3 -0.5
C -4.1645 -0.9151 3.0007 -1.6 -0.7 -0.2
C -3.0981 -1.8616 2.5874 1.6 -0.3 -0.6
H -4.6201 0.9823 2.4574 0.8 1.0 -0.3
H -2.9752 0.8995 3.3791 -0.8 0.3 0.5
H -4.9690 -1.0736 2.2826 -0.4 -0.1 0.2
H -4.5937 -1.0062 3.9985 0.3 -0.2 0.0
H -3.4062 -2.7967 2.1197 -0.2 0.2 -0.1
H -2.4757 -2.1820 3.4229 0.5 0.2 -0.2
O 0.6691 0.7277 0.2031 0.8 -0.2 0.2
C 1.4854 1.4444 0.7609 -1.8 -1.4 -4.3
O 1.3225 1.7816 1.9460 -1.5 0.0 5.3
C 2.1930 2.7820 2.3709 0.9 1.0 2.8
C 2.8660 3.2881 1.1894 0.4 2.1 -1.9
C 2.5697 2.2081 0.1848 2.8 0.1 -2.1
H 2.9842 2.4727 3.0538 -0.5 -1.0 0.3
H 1.6634 3.5656 2.9128 -0.4 -0.3 -0.1
H 3.9113 3.5403 1.3675 0.0 -0.4 -0.2
H 2.3933 4.2293 0.9088 0.0 0.1 -0.4
H 3.4398 1.5656 0.0500 0.1 -0.5 0.4
H 2.4526 2.4980 -0.8594 -0.7 0.3 0.2
O -1.5062 0.7236 -1.3145 -1.7 2.1 -1.3
C -1.9967 1.6329 -1.9859 2.4 -2.8 -1.5
O -2.4324 1.4475 -3.2809 1.6 -2.2 0.8
C -2.9099 2.5743 -3.9816 -1.2 1.2 3.3
C -2.6170 3.7188 -2.9374 1.1 0.5 -0.3
C -1.9321 3.0621 -1.7006 -1.9 0.8 -0.3
H -3.9585 2.2771 -3.9928 -0.2 1.0 -1.2
H -2.4284 2.9271 -4.8936 0.0 -1.3 -0.2
H -3.4263 4.4020 -2.6795 -0.1 -0.3 -0.1
H -1.8385 4.2878 -3.4456 -0.2 0.6 0.3
H -2.5677 3.1202 -0.8170 0.4 0.7 0.4
H -0.8955 3.3602 -1.5435 -0.3 0.0 0.3
C 2.1510 -0.5809 -3.0622 1.1 -0.8 -2.4
O 1.0515 -0.2223 -2.2978 -0.1 0.6 0.3
H 2.0271 -1.5674 -3.5090 0.1 -0.4 0.7
H 2.1289 0.0126 -3.9761 0.1 0.4 -0.1
H 3.1375 -0.4358 -2.6220 -0.2 -0.2 0.5
H 1.0274 0.7188 -2.4859 -0.9 0.1 0.8
```
Forces are in eV/Å.

- ⟨S²⟩ = 3.756
- maximum force (eV/Å) = 6.01
- 2S+1 = 4
- molecular weight (g/mol) = 709.30
- E_LUMO (spin up / spin down) (eV) = -0.19 / -0.19
- HOMO (spin up / spin down) (eV) = -7.63 / -7.59
- charge = 0

Atomic partial charges in e from the Mulliken method, atoms 1 to 6: 0.17, -0.64, 0.66, -0.21, -0.21, -0.20

***

Here is a gas-phase ion, C5H12N (charge +1) from the OMol25 dataset. Energies are from ωB97M-V with the def2-TZVPD basis set.

The geometry in XYZ format:
```
18
Properties=species:S:1:pos:R:3:forces:R:3
C 1.1791 0.3174 -1.7608 0.5 -0.7 0.4
C 0.6887 -0.1470 -0.4024 -0.2 0.3 -0.5
C 0.4802 0.8724 0.6862 0.1 0.5 0.2
C -0.3753 0.1213 1.6945 0.5 -0.6 -0.1
C -1.4325 -0.5600 0.8175 0.3 0.6 0.3
N -0.7288 -0.6992 -0.5266 -0.5 0.0 -0.2
H 1.2483 -0.5418 -2.4299 -0.3 0.2 -0.2
H 0.5893 1.1286 -2.1681 -0.2 0.1 -0.2
H 2.2099 0.6398 -1.6579 0.1 0.3 0.1
H 1.3123 -0.9503 -0.0325 0.0 -0.3 0.1
H -0.0607 1.7496 0.3105 0.1 -0.1 -0.1
H 1.4270 1.2275 1.0883 0.0 -0.1 0.1
H 0.2345 -0.6752 2.1367 0.0 0.3 0.2
H -0.7595 0.7493 2.4870 -0.3 0.0 0.0
H -1.7022 -1.5415 1.1672 -0.3 -0.2 0.1
H -2.3019 0.0843 0.6978 -0.1 -0.3 -0.2
H -1.2303 -0.1276 -1.2072 0.1 0.0 -0.1
H -0.7781 -1.6475 -0.9002 0.2 0.0 0.2
```
Forces are in eV/Å.

- maximum force (eV/Å) = 0.91
- relative energy (zero: lowest compared OMol25 entry of this formula, charge and spin) (kcal per mole) = 0.0
- molecular weight (g/mol) = 86.16
- E_LUMO (eV) = -3.27
- HOMO (eV) = -16.52
- charge = +1

Atomic partial charges in e from the Mulliken method, atoms 1 to 6: -1.49, 0.11, -0.66, -0.51, -0.61, -0.10

***

> What is the maximum force in the fourth record?

0.91 eV/Å

***

> Among the records above, which one has the lowest molecular weight?

C5H12N

***

> Which value of charge does entry 3 give?

0